{"formula": "C9H20NOP", "method": "ωB97M-V/def2-TZVPD", "smiles": "CC(C)(C)N1C[P@@]1(=O)C(C)(C)C", "fmax_ev_per_a": 7.377, "lumo_ev": 0.72, "energy_ha": -826.1606, "orbital_gap_ev": 9.545, "de_lowest_kj_mol": 138.5, "elements": ["C", "C", "C", "C", "C", "C", "C", "C", "C", "N", "O", "P", "H", "H", "H", "H", "H", "H", "H", "H", "H", "H", "H", "H", "H", "H", "H", "H", "H", "H", "H", "H"], "coordinates": [[-0.338, -0.191, -1.870], [-2.812, -1.379, -0.209], [-1.801, 0.043, 1.611], [-2.942, 0.994, -0.397], [2.020, 1.588, -0.669], [2.147, 0.206, 1.546], [3.337, -0.612, -0.350], [-1.987, -0.096, 0.074], [2.097, 0.247, -0.033], [-0.697, 0.095, -0.445], [0.681, -2.311, 0.095], [0.638, -0.840, -0.443], [-0.853, -0.954, -2.368], [0.207, 0.521, -2.484], [-3.284, -1.394, -1.096], [-2.079, -2.343, -0.246], [-3.431, -1.660, 0.531], [-1.275, 1.020, 1.852], [-1.191, -0.853, 2.115], [-2.626, 0.242, 2.191], [-2.894, 1.197, -1.547], [-4.013, 0.897, -0.281], [-2.539, 1.873, -0.031], [2.303, 1.478, -1.637], [0.927, 1.826, -0.558], [2.687, 2.116, 0.026], [2.014, -0.844, 2.031], [1.565, 0.979, 1.880], [3.104, 0.597, 1.908], [3.226, -1.623, -0.089], [3.551, -0.420, -1.319], [4.259, -0.398, 0.213]], "forces_ev_per_a": [[2.42, -0.53, 1.44], [6.89, -2.63, 0.09], [3.69, -0.35, 0.32], [0.51, 0.27, -3.42], [-1.85, -0.37, 4.07], [1.13, -1.47, -0.44], [0.19, 1.19, 1.74], [-3.50, -0.49, 2.10], [0.64, -4.02, 2.55], [0.18, 0.74, -1.39], [-0.06, 3.90, -1.50], [0.55, -3.51, 0.67], [-0.94, -0.93, -0.68], [-0.75, 0.53, 0.12], [-1.70, 0.30, -3.16], [-1.35, 2.10, 0.02], [-2.38, -0.30, 2.77], [0.21, -1.17, -0.64], [-1.26, 1.90, -1.31], [-2.68, -0.40, 0.88], [0.32, -0.84, 1.62], [-0.01, -0.34, 0.88], [0.18, 2.29, 1.08], [1.05, 0.41, -2.93], [1.21, 0.78, -0.24], [-0.22, 0.99, -0.96], [-0.20, 2.01, -1.04], [-2.56, 1.29, 1.41], [0.46, -0.43, -0.47], [-0.71, -1.55, -0.24], [0.98, -0.27, -3.41], [-0.43, 0.87, 0.07]], "lowdin_charge": [-0.122, -0.033, -0.044, -0.051, -0.059, -0.089, -0.092, -0.631, -0.612, -0.207, -0.378, 0.802, 0.061, 0.067, 0.029, 0.136, 0.035, 0.094, 0.134, 0.036, 0.119, 0.084, 0.045, 0.044, 0.097, 0.107, 0.126, 0.030, 0.077, 0.060, 0.040, 0.095]}